Entry from the OMol25 dataset: a 12-piece molecular cluster, C24H72O24 overall at a distorted geometry (wB97M-V/def2-TZVPD).

The calculation puts the energy at -75186.708 eV. For the frontier orbital gap, the calculation gives 9.3268 eV. The highest occupied orbital energy is -9.373 eV. As for the structure (SMILES): OCCO.OCCO.OCCO.OCCO.OCCO.OCCO.OCCO.OCCO.OCCO.OCCO.OCCO.OCCO.

Atoms and positions in Å:
O1 -13.902 -24.884 15.222
C1 -15.241 -24.840 14.664
C2 -16.031 -26.070 15.151
O2 -16.976 -26.223 14.162
H1 -14.067 -24.660 16.111
H2 -15.675 -23.888 14.975
H3 -15.063 -24.765 13.616
H4 -16.533 -25.907 16.094
H5 -15.459 -26.956 15.369
H6 -17.500 -25.389 14.129
O3 -23.516 -20.102 14.761
C3 -23.968 -20.154 13.457
C4 -23.314 -21.293 12.806
O4 -23.685 -21.399 11.470
H7 -23.668 -19.220 15.025
H8 -24.938 -20.212 13.552
H9 -23.809 -19.192 12.947
H10 -23.523 -22.227 13.405
H11 -22.216 -21.260 12.947
H12 -23.375 -20.631 10.984
O5 -16.045 -24.242 10.788
C5 -14.732 -23.793 10.884
C6 -13.806 -24.467 9.893
O6 -12.444 -23.929 10.011
H13 -16.133 -25.194 10.887
H14 -14.759 -22.709 10.787
H15 -14.356 -23.898 11.886
H16 -14.094 -24.253 8.852
H17 -13.799 -25.580 10.016
H18 -12.197 -24.024 10.927
O7 -17.476 -21.569 17.496
C7 -16.834 -22.855 17.602
C8 -15.327 -22.796 17.585
O8 -14.865 -24.102 17.814
H19 -17.542 -21.308 18.439
H20 -17.152 -23.287 18.496
H21 -17.198 -23.463 16.753
H22 -14.991 -22.173 18.367
H23 -15.043 -22.510 16.607
H24 -14.388 -24.074 18.628
O9 -18.327 -22.393 6.197
C9 -19.722 -22.332 6.426
C10 -19.880 -22.026 7.853
O10 -21.087 -21.386 8.151
H25 -17.993 -23.169 6.625
H26 -20.085 -21.535 5.737
H27 -20.369 -23.173 6.157
H28 -19.158 -21.372 8.212
H29 -19.702 -22.978 8.390
H30 -21.626 -21.969 8.658
O11 -14.730 -21.969 13.679
C11 -15.970 -21.295 13.447
C12 -15.576 -19.919 13.039
O12 -16.606 -19.011 12.915
H31 -14.207 -21.580 14.366
H32 -16.547 -21.789 12.677
H33 -16.557 -21.283 14.426
H34 -15.107 -19.942 12.094
H35 -14.828 -19.542 13.713
H36 -16.699 -18.662 13.794
O13 -22.525 -23.585 9.836
C13 -22.985 -23.827 8.519
C14 -22.053 -24.919 7.979
O14 -22.192 -25.219 6.603
H37 -23.161 -22.998 10.338
H38 -24.035 -24.179 8.489
H39 -22.909 -22.941 7.890
H40 -22.066 -25.851 8.488
H41 -20.983 -24.794 8.235
H42 -21.429 -25.735 6.373
O15 -18.935 -21.432 15.244
C15 -19.933 -20.613 15.776
C16 -20.825 -21.571 16.601
O16 -22.008 -20.953 17.132
H43 -18.224 -21.343 15.889
H44 -19.575 -19.849 16.385
H45 -20.460 -20.069 14.921
H46 -20.249 -21.885 17.495
H47 -21.076 -22.371 15.953
H48 -22.652 -20.946 16.405
O17 -15.550 -26.825 11.646
C17 -15.489 -28.156 11.211
C18 -15.277 -28.137 9.743
O18 -15.168 -29.408 9.186
H49 -16.157 -26.682 12.393
H50 -14.820 -28.807 11.710
H51 -16.466 -28.655 11.403
H52 -14.348 -27.634 9.500
H53 -16.099 -27.520 9.232
H54 -15.019 -29.293 8.234
O19 -19.843 -24.028 10.920
C19 -19.901 -24.335 12.303
C20 -18.574 -23.926 12.881
O20 -18.487 -23.939 14.248
H55 -20.696 -24.067 10.610
H56 -20.823 -23.880 12.721
H57 -19.997 -25.422 12.482
H58 -18.327 -22.895 12.643
H59 -17.792 -24.501 12.455
H60 -18.927 -23.124 14.468
O21 -18.832 -26.561 10.264
C21 -18.742 -26.615 8.859
C22 -17.837 -25.535 8.361
O22 -17.883 -25.507 6.923
H61 -19.270 -25.738 10.583
H62 -18.330 -27.597 8.683
H63 -19.724 -26.619 8.357
H64 -16.798 -25.644 8.726
H65 -18.185 -24.530 8.566
H66 -17.123 -24.933 6.728
O23 -18.701 -21.284 10.963
C23 -19.535 -20.490 11.865
C24 -20.561 -19.861 10.987
O24 -21.287 -19.055 11.839
H67 -19.144 -22.140 10.891
H68 -19.986 -21.192 12.550
H69 -18.906 -19.902 12.557
H70 -21.191 -20.576 10.440
H71 -20.169 -19.298 10.169
H72 -21.682 -18.456 11.215

These are the Mulliken partial charges, in e, on atoms 1 to 8:
1. O -0.722
2. C 1.631
3. C -0.587
4. O -0.728
5. H 0.412
6. H -0.561
7. H -0.521
8. H 0.247

Entry from the OMol25 dataset: C24H73Cr2O21S2 as an isolated structure at a distorted geometry (wB97M-V/def2-TZVPD).

Its spin multiplicity is 9. The calculation puts the energy at -147586.747 eV. Its charge is -1. For the frontier orbital gap (alpha / beta), the calculation gives 5.0837 / 7.5536 eV. Its expectation value of S² is 20.01. The highest occupied orbital energy (alpha / beta) is -3.684 / -6.231 eV.

Atoms and positions in Å:
Cr1 3.387 0.660 0.843
Cr2 -0.084 0.205 -0.109
S1 2.063 -1.469 1.550
O1 3.059 -1.350 0.554
O2 2.361 -0.268 2.302
O3 0.738 -1.253 0.980
O4 2.156 -2.709 2.337
S2 -1.503 2.450 -0.072
O5 -1.051 1.638 1.039
O6 -1.215 1.597 -1.204
O7 -2.911 2.737 0.028
O8 -0.888 3.732 -0.266
O9 1.673 1.247 -0.210
H1 1.617 1.951 -0.885
C1 -2.892 -4.089 -1.819
C2 -4.103 -4.968 -1.809
O10 -4.766 -4.842 -3.026
H2 -2.190 -4.356 -2.609
H3 -2.436 -4.264 -0.844
H4 -3.066 -3.024 -1.971
H5 -4.831 -4.580 -1.096
H6 -3.915 -6.030 -1.653
H7 -5.297 -5.638 -3.109
C3 -2.260 2.957 -5.615
C4 -1.590 2.229 -4.470
O11 -1.676 2.955 -3.251
H8 -3.300 3.150 -5.352
H9 -2.256 2.500 -6.604
H10 -1.835 3.955 -5.729
H11 -0.532 2.107 -4.703
H12 -2.108 1.274 -4.385
H13 -1.584 2.346 -2.514
C5 -1.502 -3.046 5.023
C6 -0.341 -2.525 4.150
O12 0.844 -3.159 4.548
H14 -1.408 -2.554 5.991
H15 -1.439 -4.130 5.121
H16 -2.460 -2.776 4.577
H17 -0.250 -1.439 4.168
H18 -0.477 -2.676 3.079
H19 1.433 -3.057 3.797
C7 3.218 0.160 6.976
C8 2.928 -0.421 5.630
O13 2.551 0.588 4.717
H20 4.036 0.870 6.849
H21 3.476 -0.590 7.724
H22 2.452 0.829 7.369
H23 2.160 -1.193 5.634
H24 3.859 -0.891 5.312
H25 2.303 0.170 3.889
C9 4.230 0.526 -2.970
C10 5.136 0.517 -1.751
O14 4.612 1.444 -0.785
H26 4.426 -0.214 -3.746
H27 4.223 1.495 -3.469
H28 3.191 0.450 -2.647
H29 6.175 0.759 -1.974
H30 5.118 -0.493 -1.340
H31 5.033 2.290 -0.954
C11 -1.530 1.149 5.702
C12 -0.891 1.583 4.396
O15 -1.939 1.880 3.535
H32 -2.381 1.761 6.002
H33 -0.797 1.187 6.508
H34 -1.939 0.141 5.628
H35 -0.306 0.766 3.973
H36 -0.222 2.414 4.621
H37 -1.707 1.580 2.653
C13 -2.748 -0.850 2.082
C14 -2.584 -1.688 0.867
O16 -2.106 -0.816 -0.131
H38 -1.801 -0.710 2.604
H39 -3.482 -1.289 2.757
H40 -3.101 0.148 1.824
H41 -3.547 -2.137 0.624
H42 -1.851 -2.488 0.968
H43 -2.877 -0.361 -0.477
C15 0.940 -0.945 -4.263
C16 -0.055 -1.051 -3.145
O17 0.496 -1.050 -1.795
H44 0.497 -0.987 -5.258
H45 1.708 -1.717 -4.218
H46 1.500 -0.010 -4.254
H47 -0.798 -1.840 -3.264
H48 -0.624 -0.132 -3.290
H49 0.933 -1.898 -1.696
C17 -5.651 0.076 -2.674
C18 -4.531 0.912 -2.116
O18 -4.545 0.831 -0.742
H50 -5.538 0.001 -3.756
H51 -6.664 0.426 -2.475
H52 -5.664 -0.935 -2.267
H53 -4.818 1.925 -2.398
H54 -3.569 0.569 -2.497
H55 -3.891 1.492 -0.501
C19 1.831 4.156 -3.963
C20 1.556 3.635 -2.551
O19 1.226 4.690 -1.647
H56 1.071 4.783 -4.429
H57 1.926 3.289 -4.617
H58 2.702 4.812 -3.966
H59 2.402 3.065 -2.167
H60 0.746 2.909 -2.608
H61 0.566 4.344 -1.042
C21 1.499 -4.696 -2.197
C22 2.309 -4.173 -1.006
O20 2.712 -2.911 -1.498
H62 0.768 -3.981 -2.574
H63 0.928 -5.553 -1.840
H64 2.123 -4.969 -3.048
H65 3.170 -4.774 -0.711
H66 1.612 -4.070 -0.174
H67 3.031 -2.394 -0.754
C23 1.526 3.817 1.839
C24 2.985 3.572 1.422
O21 3.452 2.470 2.090
H68 1.531 4.194 2.862
H69 0.926 2.909 1.787
H70 0.980 4.532 1.224
H71 3.525 4.518 1.463
H72 3.006 3.364 0.353
H73 3.683 2.743 2.981

These are the Mulliken partial charges, in e, on atoms 1 to 8:
1. Cr -0.130
2. Cr 0.824
3. S 1.456
4. O -0.996
5. O -0.212
6. O -1.874
7. O -0.832
8. S 1.289

Entry from the OMol25 dataset: a 9-piece molecular cluster, C24H73N6O10 overall at a distorted geometry (wB97M-V/def2-TZVPD).

The calculation puts the energy at -55477.667 eV. Its charge is +1. For the frontier orbital gap, the calculation gives 9.6732 eV. The highest occupied orbital energy is -11.717 eV.

Atoms and positions in Å:
N1 0.277 0.547 0.451
H1 0.374 0.508 1.455
H2 -0.135 1.440 0.220
H3 -0.398 -0.155 0.185
H4 1.197 0.479 0.039
C1 -0.638 -4.760 -3.455
C2 0.126 -5.310 -2.287
C3 -0.177 -4.598 -0.979
O1 0.213 -3.243 -0.847
C4 1.603 -2.946 -1.119
N2 -0.315 -6.687 -2.159
H5 -1.705 -4.914 -3.291
H6 -0.439 -5.209 -4.428
H7 -0.384 -3.707 -3.580
H8 1.212 -5.304 -2.384
H9 0.339 -5.178 -0.214
H10 -1.236 -4.582 -0.721
H11 2.321 -3.669 -0.733
H12 1.802 -1.910 -0.843
H13 1.731 -2.773 -2.188
H14 0.270 -7.109 -1.451
H15 -1.221 -6.595 -1.723
C5 -1.407 3.670 -2.888
C6 0.094 3.600 -2.650
C7 0.901 4.885 -2.727
O2 2.252 4.654 -3.190
C8 2.417 4.739 -4.584
N3 0.351 2.803 -1.384
H16 -1.654 4.017 -3.892
H17 -1.864 4.447 -2.275
H18 -1.962 2.748 -2.716
H19 0.403 3.031 -3.527
H20 1.001 5.275 -1.714
H21 0.278 5.498 -3.378
H22 1.930 3.991 -5.209
H23 3.479 4.760 -4.830
H24 2.105 5.716 -4.952
H25 1.342 2.615 -1.437
H26 0.304 3.421 -0.587
C9 -1.927 -0.810 -2.637
C10 -2.752 -1.085 -1.391
C11 -3.671 -2.302 -1.477
O3 -4.355 -2.553 -0.225
C12 -5.087 -3.731 -0.244
N4 -1.871 -1.323 -0.315
H27 -2.622 -0.388 -3.363
H28 -1.555 -1.726 -3.096
H29 -1.145 -0.069 -2.472
H30 -3.356 -0.223 -1.109
H31 -3.025 -3.084 -1.877
H32 -4.416 -2.026 -2.223
H33 -4.640 -4.527 -0.839
H34 -6.110 -3.589 -0.594
H35 -5.276 -4.156 0.742
H36 -1.274 -2.044 -0.694
H37 -2.458 -1.715 0.408
C13 -0.439 0.320 5.652
C14 -0.386 1.133 4.419
C15 0.410 2.447 4.429
O4 -0.136 3.393 5.369
C16 0.790 4.449 5.570
N5 -0.039 0.290 3.290
H38 -1.202 0.720 6.319
H39 0.555 0.263 6.095
H40 -0.677 -0.719 5.427
H41 -1.426 1.423 4.265
H42 0.456 2.959 3.468
H43 1.395 2.023 4.622
H44 1.780 4.196 5.948
H45 0.396 5.212 6.240
H46 0.956 4.987 4.636
H47 0.845 -0.150 3.501
H48 -0.746 -0.430 3.346
C17 3.138 0.959 -3.021
C18 3.591 0.342 -1.672
C19 5.102 0.324 -1.528
O5 5.520 -0.570 -0.471
C20 5.662 -1.939 -0.833
N6 3.002 1.047 -0.562
H49 2.088 1.092 -3.281
H50 3.527 0.327 -3.819
H51 3.656 1.917 -3.071
H52 3.154 -0.657 -1.655
H53 5.372 1.336 -1.226
H54 5.648 0.138 -2.453
H55 6.145 -2.449 0.000
H56 6.261 -2.079 -1.734
H57 4.668 -2.364 -0.972
H58 3.694 0.750 0.111
H59 3.224 2.018 -0.730
O6 2.110 -0.887 2.135
H60 2.973 -0.516 2.320
H61 2.157 -1.783 2.469
C21 -2.310 -3.806 2.303
C22 -1.382 -2.691 2.817
O7 -2.082 -1.643 3.459
O8 -2.796 -4.656 3.326
H62 -1.812 -4.449 1.579
H63 -3.164 -3.348 1.803
H64 -0.776 -2.198 2.056
H65 -0.625 -3.056 3.511
H66 -2.686 -2.069 4.072
H67 -3.405 -4.135 3.855
C23 -1.532 4.931 1.139
C24 -2.859 4.367 0.690
O9 -3.349 3.305 1.504
O10 -0.577 3.952 1.334
H68 -1.640 5.409 2.113
H69 -1.180 5.642 0.392
H70 -2.771 3.936 -0.307
H71 -3.533 5.224 0.677
H72 -3.063 3.471 2.405
H73 -0.934 3.447 2.069

These are the Mulliken partial charges, in e, on atoms 1 to 8:
1. N 1.175
2. H 0.165
3. H 0.614
4. H -0.147
5. H 0.362
6. C -1.146
7. C 0.328
8. C -0.792

Entry from the OMol25 dataset: a 12-piece molecular cluster, C24H75N15O12 overall at a distorted geometry (wB97M-V/def2-TZVPD).

The calculation puts the energy at -73032.450 eV. For the frontier orbital gap, the calculation gives 9.2139 eV. The highest occupied orbital energy is -9.162 eV. As for the structure (SMILES): COC[C@H](C)N.COC[C@H](C)N.COC[C@H](C)N.NC(N)=O.NC(N)=O.NC(N)=O.NC(N)=O.NC(N)=O.NC(N)=O.CCO.CCO.CCO.

Atoms and positions in Å:
C1 30.444 -2.229 -11.921
O1 29.738 -3.449 -11.938
C2 30.321 -4.419 -12.777
C3 29.730 -5.762 -12.410
C4 30.346 -6.349 -11.149
N1 29.929 -6.757 -13.507
H1 29.942 -1.534 -11.248
H2 30.400 -1.767 -12.915
H3 31.460 -2.382 -11.547
H4 30.143 -4.125 -13.823
H5 31.413 -4.468 -12.644
H6 28.645 -5.726 -12.284
H7 30.414 -5.601 -10.361
H8 31.361 -6.699 -11.365
H9 29.794 -7.241 -10.858
H10 29.483 -6.379 -14.342
H11 30.923 -6.705 -13.739
C5 25.310 -4.835 -13.502
O2 26.000 -4.624 -14.723
C6 27.368 -4.951 -14.573
C7 28.131 -4.680 -15.846
C8 28.024 -3.184 -16.245
N2 27.646 -5.547 -16.950
H12 24.242 -4.701 -13.695
H13 25.533 -4.018 -12.806
H14 25.469 -5.804 -13.025
H15 27.822 -4.436 -13.711
H16 27.480 -5.995 -14.241
H17 29.209 -4.831 -15.730
H18 28.187 -3.060 -17.316
H19 28.661 -2.574 -15.611
H20 26.972 -2.897 -16.151
H21 27.801 -5.054 -17.819
H22 26.652 -5.689 -16.804
C9 26.421 -7.619 -8.076
O3 26.636 -8.968 -7.716
C10 26.312 -9.841 -8.780
C11 26.945 -11.196 -8.474
C12 28.401 -11.207 -8.069
N3 26.677 -12.084 -9.620
H23 25.367 -7.392 -8.277
H24 27.003 -7.410 -8.980
H25 26.766 -6.998 -7.253
H26 25.222 -9.938 -8.815
H27 26.684 -9.503 -9.755
H28 26.339 -11.583 -7.647
H29 28.628 -10.583 -7.201
H30 29.061 -10.914 -8.889
H31 28.696 -12.203 -7.725
H32 27.192 -11.772 -10.441
H33 26.984 -13.025 -9.406
N4 25.959 -11.187 -15.797
C13 25.726 -11.239 -17.141
N5 26.808 -11.583 -17.902
O4 24.638 -10.925 -17.627
H34 26.846 -11.528 -15.451
H35 25.319 -10.609 -15.286
H36 26.676 -11.605 -18.894
H37 27.707 -11.648 -17.454
N6 24.482 -8.104 -17.792
C14 24.684 -7.489 -16.598
N7 24.411 -6.159 -16.551
O5 25.122 -8.096 -15.611
H38 24.515 -9.115 -17.905
H39 24.233 -7.518 -18.569
H40 24.044 -5.573 -17.277
H41 24.608 -5.743 -15.651
N8 30.344 -9.728 -12.416
C15 31.087 -10.815 -12.038
N9 30.331 -11.798 -11.445
O6 32.288 -10.922 -12.223
H42 30.705 -9.065 -13.074
H43 29.351 -9.713 -12.229
H44 29.331 -11.760 -11.369
H45 30.808 -12.630 -11.152
N10 30.238 -8.275 -17.397
C16 29.342 -9.098 -16.763
N11 28.131 -8.524 -16.543
O7 29.631 -10.235 -16.390
H46 30.000 -7.323 -17.603
H47 31.193 -8.575 -17.456
H48 27.989 -7.569 -16.863
H49 27.407 -9.084 -16.128
N12 27.241 -8.670 -13.764
C17 26.738 -9.451 -12.772
N13 25.406 -9.688 -12.836
O8 27.466 -9.981 -11.912
H50 26.582 -8.245 -14.396
H51 28.201 -8.384 -13.645
H52 24.976 -10.373 -12.224
H53 24.851 -9.311 -13.588
N14 28.533 -11.781 -14.272
C18 28.320 -13.132 -14.141
N15 29.209 -13.912 -14.821
O9 27.364 -13.561 -13.507
H54 28.062 -11.247 -13.560
H55 29.150 -11.374 -14.970
H56 29.104 -14.908 -14.858
H57 30.113 -13.521 -15.021
C19 22.020 -8.545 -11.891
C20 22.149 -9.432 -10.679
O10 21.289 -8.932 -9.634
H58 20.972 -8.338 -12.092
H59 22.458 -9.015 -12.777
H60 22.637 -7.648 -11.792
H61 23.175 -9.489 -10.316
H62 21.774 -10.438 -10.881
H63 21.747 -8.967 -8.792
C21 21.024 -11.020 -14.658
C22 22.071 -10.275 -15.456
O11 21.866 -8.854 -15.308
H64 21.258 -12.076 -14.823
H65 20.007 -10.855 -15.008
H66 21.106 -10.783 -13.599
H67 22.015 -10.511 -16.519
H68 23.052 -10.503 -15.027
H69 22.564 -8.409 -15.798
C23 23.590 -13.099 -13.046
C24 24.292 -13.181 -11.710
O12 24.378 -11.848 -11.182
H70 23.730 -14.053 -13.560
H71 24.077 -12.356 -13.677
H72 22.527 -12.913 -12.906
H73 25.330 -13.499 -11.842
H74 23.746 -13.802 -10.995
H75 25.038 -11.763 -10.461

These are the Mulliken partial charges, in e, on atoms 1 to 8:
1. C -0.794
2. O -0.349
3. C -0.785
4. C 0.864
5. C -1.471
6. N -0.055
7. H 0.263
8. H 0.276

energy of number 3 (C24H73N6O10)?
-55477.667 eV